Formula: C60H58I2O4P2SSb2W
Source: the OMol25 dataset
Level of theory: the ωB97M-V functional and the def2-TZVPD basis

Cartesian coordinates (Å):
W (0.78576, 0.29795, -0.09191)
O (1.89825, -0.27285, 2.34873)
C (2.86830, -1.30696, 2.26858)
C (4.21997, -1.00713, 2.33590)
C (5.14802, -2.03618, 2.34814)
C (4.73036, -3.35970, 2.29667)
C (3.38129, -3.63829, 2.17628)
C (2.42371, -2.61887, 2.13753)
P (0.67549, -2.94791, 1.80093)
C (0.81400, -4.41608, 0.68135)
C (0.03408, -5.57029, 0.92357)
C (0.13113, -6.67140, 0.12542)
C (0.99869, -6.66595, -1.03739)
C (1.77571, -5.45700, -1.26466)
C (1.65706, -4.36587, -0.42808)
C (-0.02925, -3.63895, 3.32907)
C (-1.40211, -3.89375, 3.40034)
C (-1.96683, -4.37937, 4.57061)
C (-1.17210, -4.59152, 5.69064)
C (0.18906, -4.33049, 5.63305)
C (0.76122, -3.86041, 4.45759)
C (2.34192, 0.79732, 3.14108)
C (2.74898, 0.53798, 4.44380)
C (3.29860, 1.56017, 5.19521)
C (3.45673, 2.83362, 4.64757)
C (2.99585, 3.08977, 3.37388)
C (2.40758, 2.07066, 2.60928)
P (1.50931, 2.56837, 1.12872)
C (2.75024, 3.47539, 0.16854)
C (3.99358, 2.84208, 0.04782)
C (5.02581, 3.45394, -0.64239)
C (4.83320, 4.70239, -1.22394)
C (3.61041, 5.34383, -1.08994)
C (2.57207, 4.73944, -0.39152)
C (0.27255, 3.69764, 1.85776)
C (-0.01659, 3.57776, 3.22390)
C (-0.86102, 4.48172, 3.85008)
C (-1.43231, 5.52341, 3.13142)
C (-1.17140, 5.64100, 1.77388)
C (-0.33480, 4.73130, 1.14205)
H (4.55862, 0.01803, 2.39942)
H (6.20166, -1.79921, 2.41258)
H (5.45092, -4.16452, 2.34673)
H (3.05988, -4.67113, 2.12041)
H (-0.60657, -5.61379, 1.79239)
H (-0.40770, -7.58069, 0.36263)
H (1.36357, -7.60813, -1.43362)
H (2.49516, -5.46001, -2.07378)
H (2.26060, -3.48926, -0.62130)
H (-2.03850, -3.73539, 2.53835)
H (-3.02664, -4.59519, 4.60964)
H (-1.61416, -4.96334, 6.60538)
H (0.81163, -4.50626, 6.50026)
H (1.82680, -3.67192, 4.42742)
H (2.67380, -0.46529, 4.84369)
H (3.62809, 1.36181, 6.20658)
H (3.91541, 3.62263, 5.22774)
H (3.06360, 4.09233, 2.96751)
H (4.17549, 1.88660, 0.52287)
H (5.99075, 2.96751, -0.70530)
H (5.64565, 5.18977, -1.74705)
H (3.46844, 6.33427, -1.50234)
H (1.65623, 5.29263, -0.26575)
H (0.43653, 2.79832, 3.82171)
H (-1.05740, 4.38303, 4.90989)
H (-2.06855, 6.24400, 3.62828)
H (-1.61005, 6.45108, 1.20493)
H (-0.15253, 4.85607, 0.08894)
C (-0.69518, -0.33032, 3.95570)
Sb (-1.27502, 0.17042, 1.97940)
C (-2.68810, -1.29759, 1.42058)
C (-2.70292, 1.71965, 2.50117)
C (-4.01289, 1.56339, 1.80441)
C (-5.03589, 0.82287, 2.38835)
C (-6.25485, 0.66328, 1.74757)
C (-6.45927, 1.24480, 0.50528)
C (-5.45247, 2.00312, -0.07619)
C (-4.23156, 2.17900, 0.56700)
C (-3.19737, 3.09341, -0.01409)
Sb (-1.51162, 2.14137, -0.95468)
C (-0.75890, 3.78666, -2.07416)
C (-2.64696, 1.23700, -2.49293)
H (-1.56589, -0.82273, 4.38993)
H (-0.48482, 0.59331, 4.49283)
H (0.16111, -0.99241, 3.99595)
H (-3.24915, -1.55971, 2.31672)
H (-2.19480, -2.16512, 0.99957)
H (-3.36325, -0.85308, 0.69091)
H (-2.24605, 2.69326, 2.36563)
H (-2.79461, 1.54043, 3.57448)
H (-4.88401, 0.37876, 3.36668)
H (-7.04678, 0.10003, 2.22231)
H (-7.41045, 1.13589, 0.00229)
H (-5.63452, 2.49160, -1.02670)
H (-2.82251, 3.80640, 0.71582)
H (-3.59647, 3.65341, -0.86300)
H (-0.97620, 3.58015, -3.12108)
H (0.30875, 3.95022, -1.95380)
H (-1.30683, 4.67245, -1.75577)
H (-3.28306, 2.03451, -2.88020)
H (-3.26763, 0.43448, -2.10365)
H (-2.00351, 0.86542, -3.28531)
I (-0.77055, -1.41290, -1.48087)
I (-0.43257, -6.24033, -2.65728)
O (2.71451, 0.17703, -0.09098)
O (2.10199, -1.03228, -0.51376)
O (1.04622, 1.25664, -1.82506)
S (2.35441, 1.76126, -2.61166)
C (3.27965, 0.33216, -3.06146)
C (2.69788, -0.88348, -3.40160)
C (3.52333, -1.88998, -3.87013)
C (4.89261, -1.67357, -4.00696)
C (5.45481, -0.45561, -3.65502)
C (4.64656, 0.56220, -3.16858)
C (1.64775, 2.30546, -4.12346)
C (2.07903, 3.55250, -4.55770)
C (1.61450, 4.02693, -5.77824)
C (0.72536, 3.26444, -6.51991)
C (0.29465, 2.01812, -6.06087)
C (0.76279, 1.52084, -4.85981)
H (1.63236, -1.04089, -3.29976)
H (3.09816, -2.84373, -4.15396)
H (5.52490, -2.46096, -4.39516)
H (6.51903, -0.29468, -3.75853)
H (5.07462, 1.51755, -2.88721)
H (2.76430, 4.14149, -3.95863)
H (1.94439, 4.98980, -6.14355)
H (0.36462, 3.63568, -7.47007)
H (-0.39349, 1.43426, -6.65768)
H (0.45379, 0.54660, -4.50266)

Computed properties:
* ΔE to the lowest compared entry with this formula, charge and spin: 16.12 kcal/mol
* total energy: -4844.56317 Eh
* HOMO level: -16.885 eV
* gap between HOMO and LUMO: 0.193 Eh
* spin multiplicity: 1
* charge: +4

Atom charges from the Löwdin analysis, given in e for atoms 1 to 2: number 1, W, carries 1.03; number 2, O, carries -0.20



Formula: C60H59BaBrN3P2S2SbSi
Source: the OMol25 dataset
Level of theory: the ωB97M-V functional and the def2-TZVPD basis

Cartesian coordinates (Å):
Ba (-0.00094, -0.74610, -0.33444)
S (-0.39081, -0.08079, 2.67828)
C (-1.64854, -1.20487, 2.35255)
N (-1.82109, -1.91406, 1.26227)
C (-2.93967, -2.72409, 1.33568)
C (-3.36531, -3.58784, 0.32985)
C (-4.52972, -4.30938, 0.51639)
C (-5.27101, -4.18028, 1.69321)
C (-4.86008, -3.32121, 2.69850)
C (-3.69347, -2.59148, 2.50854)
S (-2.91843, -1.44073, 3.55191)
H (-2.78391, -3.68769, -0.57889)
H (-4.87212, -4.98318, -0.25852)
H (-6.17982, -4.75385, 1.81965)
H (-5.43737, -3.21870, 3.60825)
N (2.29346, -2.27375, 2.02610)
P (3.02257, -0.95386, 1.14036)
C (4.30106, -1.83417, 0.19057)
C (4.12301, -1.93386, -1.18631)
C (5.02966, -2.64668, -1.96130)
C (6.11366, -3.26147, -1.35666)
C (6.30059, -3.16268, 0.01894)
C (5.40089, -2.44869, 0.78945)
C (3.97523, -0.13414, 2.45429)
C (4.52146, 1.11360, 2.15664)
C (5.26974, 1.79342, 3.10322)
C (5.46159, 1.24025, 4.36294)
C (4.90819, 0.00638, 4.66910)
C (4.16815, -0.68280, 3.71742)
P (1.63303, -3.50732, 0.98795)
C (2.94532, -4.76980, 1.01374)
C (3.52947, -5.19748, 2.20445)
C (4.52936, -6.15280, 2.18109)
C (4.94903, -6.69073, 0.96783)
C (4.37096, -6.26912, -0.21775)
C (3.37082, -5.30374, -0.19538)
C (0.38987, -4.24751, 2.10052)
C (0.22089, -3.90729, 3.43941)
C (-0.79209, -4.49431, 4.18541)
C (-1.62614, -5.44148, 3.60998)
C (-1.45115, -5.79953, 2.28060)
C (-0.45742, -5.19509, 1.52862)
H (1.54238, -1.87022, 2.59559)
H (3.27611, -1.44861, -1.66220)
H (4.88502, -2.71656, -3.03187)
H (6.82003, -3.82165, -1.95639)
H (7.14814, -3.64685, 0.48686)
H (5.54100, -2.37294, 1.86134)
H (4.35931, 1.55374, 1.17821)
H (5.69565, 2.75890, 2.86291)
H (6.03796, 1.77514, 5.10665)
H (5.05220, -0.42325, 5.65218)
H (3.74227, -1.65029, 3.95075)
H (3.20068, -4.77040, 3.14494)
H (4.98328, -6.48455, 3.10633)
H (5.73058, -7.43980, 0.95187)
H (4.70387, -6.67984, -1.16233)
H (2.93081, -4.95288, -1.12197)
H (0.86775, -3.17806, 3.91081)
H (-0.93089, -4.20481, 5.21922)
H (-2.41846, -5.89317, 4.19291)
H (-2.10886, -6.52639, 1.82192)
H (-0.34499, -5.45209, 0.48008)
Br (-7.27453, -1.10484, -0.96921)
C (-5.45077, -0.63390, -0.89544)
C (-4.61506, -0.93724, -1.95470)
C (-3.28678, -0.55721, -1.85020)
N (-2.78559, 0.07483, -0.79017)
C (-3.61347, 0.36103, 0.21474)
C (-4.95457, 0.02380, 0.21584)
H (-4.97711, -1.45004, -2.83394)
H (-2.59009, -0.76599, -2.65873)
H (-3.17640, 0.86367, 1.07134)
H (-5.58564, 0.27277, 1.05600)
C (0.84795, -2.45344, -4.32249)
Si (0.56497, -0.66915, -3.65753)
C (2.22526, 0.15101, -4.18025)
C (-0.66014, 0.03024, -4.96486)
H (1.17718, -2.44532, -5.36819)
H (-0.06117, -3.06026, -4.26694)
H (1.61543, -2.97325, -3.73849)
H (2.30228, 0.23356, -5.27080)
H (3.06566, -0.46783, -3.84649)
H (2.37243, 1.14663, -3.75663)
H (-0.28536, -0.14091, -5.98028)
H (-0.80569, 1.10916, -4.84779)
H (-1.64875, -0.43627, -4.89960)
C (-2.07780, 6.51162, -1.45135)
C (-1.93308, 6.53321, 0.04610)
C (-2.13318, 7.72970, 0.73071)
C (-2.02460, 7.80702, 2.11172)
C (-1.71291, 6.67316, 2.84300)
C (-1.50897, 5.47322, 2.17571)
C (-1.61173, 5.38870, 0.78945)
Sb (-1.29730, 3.44136, -0.05110)
C (0.25939, 3.97868, -1.46570)
C (0.31919, 3.46757, -2.76015)
C (1.37178, 3.75860, -3.61548)
C (2.40890, 4.55998, -3.17263)
C (2.39655, 5.02074, -1.86654)
C (1.34890, 4.73234, -0.99362)
C (1.46519, 5.23107, 0.42541)
C (-3.31252, 3.45103, -0.89428)
C (-4.20472, 3.83479, 0.11031)
C (-5.57878, 3.80462, -0.07338)
C (-6.09201, 3.37736, -1.28624)
C (-5.21938, 2.99859, -2.29321)
C (-3.83524, 3.03333, -2.12422)
C (-2.96806, 2.64159, -3.28344)
H (-2.24016, 7.51801, -1.83589)
H (-2.92691, 5.89207, -1.74878)
H (-1.19025, 6.10100, -1.93438)
H (-2.37836, 8.62104, 0.16459)
H (-2.18527, 8.75333, 2.61253)
H (-1.62682, 6.71867, 3.92104)
H (-1.25888, 4.58660, 2.74981)
H (-0.44887, 2.80563, -3.12075)
H (1.38486, 3.33540, -4.61172)
H (3.23866, 4.79797, -3.82568)
H (3.22983, 5.60945, -1.49939)
H (2.51067, 5.42567, 0.66430)
H (1.09508, 4.50266, 1.15054)
H (0.90505, 6.15381, 0.58274)
H (-3.82735, 4.17150, 1.07054)
H (-6.23771, 4.11095, 0.72939)
H (-7.16134, 3.33885, -1.45128)
H (-5.61627, 2.66993, -3.24735)
H (-3.56485, 2.22914, -4.09700)
H (-2.24317, 1.88060, -2.99066)
H (-2.42035, 3.50187, -3.67113)

Computed properties:
* ΔE to the lowest compared entry with this formula, charge and spin: 1.00 kcal/mol
* total energy: -7094.47686 Eh
* HOMO level: -5.990 eV
* gap between HOMO and LUMO: 0.232 Eh
* spin multiplicity: 1
* charge: 0

Atom charges from the Löwdin analysis, given in e for atoms 1 to 2: number 1, Ba, carries 1.20; number 2, S, carries 0.37



Formula: C60H60Br2N8O19P2
Source: the OMol25 dataset
Level of theory: the ωB97M-V functional and the def2-TZVPD basis

Cartesian coordinates (Å):
C (3.86339, -4.78529, 2.91355)
C (3.67595, -3.68530, 1.90415)
O (4.81143, -3.71937, 1.01797)
C (4.54871, -3.17082, -0.21150)
O (4.44733, -3.87941, -1.20571)
C (4.42781, -1.67091, -0.24702)
C (3.19997, -1.12369, -0.95085)
C (1.94895, -1.03964, -0.08236)
C (1.17376, 0.11171, -0.64706)
C (0.57846, 0.17313, -1.86943)
P (0.10343, -1.36381, -2.72495)
C (-1.33222, -1.92063, -1.72992)
C (-0.66388, -0.92246, -4.31904)
C (-1.00920, -2.23408, -5.04685)
C (0.37840, 1.52039, -2.47318)
O (-0.40022, 1.74820, -3.39853)
C (1.24206, 2.60410, -1.88519)
C (1.94922, 3.54671, -2.76214)
Br (3.80377, 3.13534, -2.83760)
C (1.48263, 4.58190, -3.46971)
C (2.29634, 5.46702, -4.34381)
Br (-0.35191, 4.99067, -3.35276)
C (1.32591, 2.60819, -0.52875)
P (1.75375, 4.00141, 0.55645)
N (3.45123, 3.69839, 0.77185)
O (1.80227, 5.28462, -0.45524)
C (1.05742, 1.33386, 0.18971)
O (0.83858, 1.25838, 1.41768)
H (4.16456, -5.67039, 2.36033)
H (4.68256, -4.55271, 3.58108)
H (2.95073, -4.98735, 3.46071)
H (2.77236, -3.85036, 1.32114)
H (3.61790, -2.70918, 2.38387)
H (4.55966, -1.23168, 0.73283)
H (5.28835, -1.35342, -0.83500)
H (3.01072, -1.65426, -1.87736)
H (3.44686, -0.10364, -1.23460)
H (1.36970, -1.96008, -0.09986)
H (2.26600, -0.81501, 0.92972)
H (-2.25330, -1.39588, -1.96769)
H (-1.11485, -1.86854, -0.66954)
H (-1.48602, -2.96799, -1.97071)
H (0.09287, -0.39021, -4.88708)
H (-1.52456, -0.26985, -4.23651)
H (-1.78734, -2.07176, -5.77875)
H (-0.11673, -2.61022, -5.53725)
H (-1.31397, -2.98499, -4.33028)
H (2.62455, 4.92990, -5.22951)
H (1.71716, 6.32376, -4.66547)
H (3.17361, 5.82170, -3.81274)
H (3.53095, 2.75919, 1.16247)
H (3.73971, 4.30518, 1.53650)
H (2.61799, 5.77939, -0.33551)
O (4.70988, 1.10109, 0.82830)
N (5.75725, 1.66946, 0.60293)
O (6.21330, 1.82443, -0.50684)
C (6.49602, 2.23999, 1.74144)
C (6.05161, 1.99698, 3.03335)
C (6.77371, 2.52880, 4.08974)
C (7.90911, 3.28966, 3.84465)
C (8.33368, 3.51967, 2.54314)
C (7.62736, 2.98904, 1.47760)
H (5.18069, 1.39587, 3.22299)
H (6.45070, 2.33820, 5.10423)
H (8.47179, 3.69815, 4.67324)
H (9.21977, 4.10987, 2.35701)
H (7.94872, 3.15907, 0.46115)
O (-3.69548, -3.36091, -4.69854)
N (-4.89570, -3.19469, -4.74042)
O (-5.54127, -2.67113, -3.85706)
C (-5.61153, -3.64882, -5.94068)
C (-4.89713, -4.27290, -6.94558)
C (-5.57901, -4.71357, -8.06753)
C (-6.95090, -4.52302, -8.16852)
C (-7.64663, -3.88660, -7.14897)
C (-6.97569, -3.44371, -6.02135)
H (-3.83096, -4.41421, -6.85445)
H (-5.03883, -5.20777, -8.86236)
H (-7.47988, -4.87240, -9.04468)
H (-8.71369, -3.73646, -7.23032)
H (-7.50458, -2.94934, -5.22101)
O (3.45503, 8.43821, -10.70065)
N (2.34094, 8.86303, -10.48723)
O (1.87572, 9.86408, -10.98593)
C (1.49035, 8.10811, -9.55160)
C (2.00603, 6.98038, -8.94246)
C (1.20730, 6.28446, -8.04991)
C (-0.08417, 6.71968, -7.78343)
C (-0.58399, 7.85154, -8.41361)
C (0.20681, 8.55649, -9.30626)
H (3.01105, 6.65243, -9.15896)
H (1.59370, 5.40174, -7.56026)
H (-0.70141, 6.17467, -7.08139)
H (-1.59007, 8.18814, -8.20751)
H (-0.16818, 9.43910, -9.80091)
O (-9.19751, 1.24920, -2.35988)
N (-8.91467, 1.25523, -1.18134)
O (-9.61904, 1.71348, -0.30769)
C (-7.62800, 0.66231, -0.78275)
C (-6.79207, 0.15939, -1.76115)
C (-5.57637, -0.38494, -1.38186)
C (-5.21791, -0.42119, -0.04065)
C (-6.07663, 0.08509, 0.92699)
C (-7.29314, 0.63360, 0.55768)
H (-7.08150, 0.19121, -2.80015)
H (-4.91178, -0.78214, -2.13544)
H (-4.26595, -0.84395, 0.25200)
H (-5.79870, 0.05597, 1.97053)
H (-7.96717, 1.03205, 1.30033)
O (6.79076, -5.97462, 6.40505)
N (5.59618, -5.81965, 6.28469)
O (5.06466, -4.79535, 5.91400)
C (4.72227, -6.95969, 6.60638)
C (5.29451, -8.13279, 7.05863)
C (4.46567, -9.19669, 7.37457)
C (3.08981, -9.07452, 7.23224)
C (2.53739, -7.88785, 6.76887)
C (3.35691, -6.81698, 6.45216)
H (6.36535, -8.21442, 7.16344)
H (4.89479, -10.12123, 7.73378)
H (2.44616, -9.90643, 7.48394)
H (1.46660, -7.79446, 6.65595)
H (2.94116, -5.88810, 6.09328)
O (3.72981, 1.17052, 4.99007)
N (3.62726, 1.75472, 6.05353)
O (4.53576, 1.88118, 6.84397)
C (2.32398, 2.33422, 6.41109)
C (1.24762, 2.13324, 5.56861)
C (0.01845, 2.66302, 5.92284)
C (-0.11409, 3.38098, 7.10389)
C (0.98266, 3.57346, 7.93529)
C (2.21522, 3.04519, 7.59254)
H (1.35527, 1.56406, 4.65928)
H (-0.83278, 2.50860, 5.27552)
H (-1.07703, 3.78877, 7.38004)
H (0.87696, 4.13262, 8.85418)
H (3.07412, 3.18450, 8.23117)
O (-4.75139, -1.12958, 4.69948)
N (-5.83623, -0.59153, 4.66672)
O (-6.01423, 0.58748, 4.44119)
C (-7.02393, -1.42535, 4.90943)
C (-6.85103, -2.76545, 5.19779)
C (-7.97235, -3.54146, 5.43970)
C (-9.23821, -2.97279, 5.38715)
C (-9.38821, -1.62516, 5.08815)
C (-8.27370, -0.83905, 4.84711)
H (-5.86174, -3.19481, 5.23410)
H (-7.85739, -4.59086, 5.67090)
H (-10.11074, -3.58182, 5.58039)
H (-10.37386, -1.18427, 5.04450)
H (-8.37629, 0.21003, 4.61582)

Computed properties:
* SMILES string: CCOC(=O)CCCC1=C(P(C)CC)C(=O)C(/C(Br)=C(/C)Br)=C(P(N)O)C1=O.O=[N+]([O-])c1ccccc1.O=[N+]([O-])c1ccccc1.O=[N+]([O-])c1ccccc1.O=[N+]([O-])c1ccccc1.O=[N+]([O-])c1ccccc1.O=[N+]([O-])c1ccccc1.O=[N+]([O-])c1ccccc1
* total energy: -10020.03369 Eh
* HOMO level: -7.991 eV
* gap between HOMO and LUMO: 0.251 Eh
* spin multiplicity: 1
* charge: 0

Atom charges from the Löwdin analysis, given in e for atoms 1 to 2: number 1, C, carries -0.06; number 2, C, carries -0.23



> What is the gap between HOMO and LUMO in the third record?

0.251 Eh